Record 1
{"formula": "C5H12O2", "method": "ωB97M-V with the def2-TZVPD basis set", "elements": ["C", "C", "C", "C", "C", "O", "O", "H", "H", "H", "H", "H", "H", "H", "H", "H", "H", "H", "H"], "coordinates": [[0.846, -0.006, 0.237], [-1.471, -0.444, -0.704], [1.834, -1.168, 0.410], [1.346, 1.289, 0.880], [-2.620, 0.420, -0.282], [-0.396, -0.317, 0.695], [0.707, 0.306, -1.213], [0.858, -0.503, -1.721], [-1.571, -1.505, -0.491], [-1.326, -0.379, -1.783], [1.461, -2.056, -0.103], [0.642, 2.086, 0.652], [2.823, -0.905, 0.037], [1.909, -1.405, 1.470], [1.371, 1.156, 1.959], [2.337, 1.549, 0.513], [-3.499, 0.141, -0.872], [-2.857, 0.271, 0.767], [-2.394, 1.470, -0.452]], "lowdin_charge": [-0.69, -0.07, -0.01, -0.01, -0.10, -0.09, -0.07, 0.09, 0.10, 0.10, 0.08, 0.08, 0.08, 0.09, 0.09, 0.08, 0.08, 0.07, 0.08], "e_above_lowest_kj_mol": 255.91, "lumo_ev": 0.8573, "spin_multiplicity": 1}

Record 2
{"formula": "C5H12O2", "method": "ωB97M-V with the def2-TZVPD basis set", "elements": ["C", "C", "C", "O", "C", "C", "O", "H", "H", "H", "H", "H", "H", "H", "H", "H", "H", "H", "H"], "coordinates": [[2.388, 0.352, 1.410], [0.868, 0.374, 1.219], [0.412, -0.104, -0.160], [0.486, -1.512, -0.250], [-1.093, 0.320, -0.514], [-1.643, -0.253, -1.837], [-1.996, 0.010, 0.552], [2.797, -0.655, 1.278], [2.885, 1.016, 0.692], [2.664, 0.694, 2.415], [0.389, -0.262, 1.975], [0.489, 1.392, 1.361], [1.030, 0.343, -0.952], [-0.477, -1.534, -0.231], [-1.015, 1.403, -0.603], [-1.891, -1.325, -1.781], [-2.567, 0.265, -2.136], [-0.919, -0.132, -2.644], [-2.808, -0.389, 0.207]], "lowdin_charge": [-0.10, -0.21, -0.36, -0.02, -0.38, -0.04, -0.03, 0.08, 0.07, 0.07, 0.12, 0.11, 0.15, 0.06, 0.13, 0.09, 0.09, 0.09, 0.09], "e_above_lowest_kj_mol": 122.06, "lumo_ev": 0.7932, "spin_multiplicity": 1}

Record 3
{"formula": "C5H12O2", "method": "ωB97M-V with the def2-TZVPD basis set", "elements": ["C", "C", "C", "C", "C", "H", "H", "H", "H", "H", "H", "H", "H", "H", "H", "O", "H", "H", "O"], "coordinates": [[0.002, 2.103, -2.083], [-1.074, 1.388, -1.744], [-1.647, 0.248, -2.496], [-2.435, -0.662, -1.876], [-2.333, -2.146, -1.642], [0.645, 2.501, -1.307], [0.174, 2.480, -3.086], [-1.314, 1.320, -0.680], [-1.467, 0.537, -3.536], [-3.129, -0.219, -1.153], [-1.501, -2.662, -2.123], [-3.289, -2.536, -2.014], [-2.195, -2.354, -0.582], [3.630, 0.322, 4.762], [4.443, -0.792, 5.439], [4.447, 0.145, 5.242], [1.194, -1.181, 1.578], [2.059, -0.043, 1.932], [1.288, -0.514, 2.268]], "lowdin_charge": [-0.01, -0.21, -0.13, -0.16, -0.10, 0.05, 0.05, 0.09, 0.11, 0.10, 0.07, 0.07, 0.07, 0.03, 0.03, -0.06, 0.03, 0.03, -0.06], "e_above_lowest_kj_mol": 404.24, "lumo_ev": 0.3798, "spin_multiplicity": 1}

Record 4
{"formula": "C5H12O2", "method": "ωB97M-V with the def2-TZVPD basis set", "elements": ["C", "C", "C", "O", "C", "C", "H", "H", "H", "H", "H", "H", "H", "H", "H", "H", "H", "H", "O"], "coordinates": [[0.776, 2.388, -1.428], [1.148, 0.967, -0.703], [-1.625, -0.643, 1.533], [-1.866, 0.771, 2.138], [-0.423, -0.567, 0.596], [0.083, 0.684, 0.282], [1.830, 2.697, -1.601], [0.328, 2.074, -2.428], [0.224, 3.078, -0.748], [1.128, 0.124, -1.357], [2.194, 1.268, -0.449], [-2.434, -1.124, 1.012], [-1.144, -1.082, 2.263], [-2.851, 0.691, 2.266], [-0.239, -1.380, -0.123], [0.128, 1.458, 1.076], [1.095, -4.511, -0.866], [0.816, -3.232, -0.287], [0.831, -3.661, -1.178]], "lowdin_charge": [-0.09, -0.25, -0.16, -0.12, -0.07, -0.14, 0.05, 0.08, 0.07, 0.08, 0.11, 0.12, 0.05, 0.09, 0.09, 0.12, 0.01, 0.04, -0.06], "e_above_lowest_kj_mol": 380.92, "lumo_ev": 0.6967, "spin_multiplicity": 1}

Record 5
{"formula": "C5H12O2", "method": "ωB97M-V with the def2-TZVPD basis set", "elements": ["C", "C", "O", "C", "C", "O", "C", "H", "H", "H", "H", "H", "H", "H", "H", "H", "H", "H", "H"], "coordinates": [[2.019, 1.045, -0.380], [2.275, -0.444, -0.176], [1.217, -1.283, -0.597], [0.063, -1.229, 0.214], [-1.021, -0.352, -0.404], [-1.999, -0.138, 0.582], [-3.026, 0.708, 0.137], [1.272, 1.428, 0.324], [1.668, 1.241, -1.400], [2.951, 1.597, -0.220], [2.517, -0.640, 0.883], [3.140, -0.752, -0.772], [-0.318, -2.250, 0.331], [0.299, -0.847, 1.218], [-0.588, 0.604, -0.737], [-1.451, -0.839, -1.296], [-3.594, 0.249, -0.687], [-2.627, 1.675, -0.212], [-3.697, 0.887, 0.981]], "lowdin_charge": [-0.09, -0.28, -0.15, -0.19, -0.22, -0.19, -0.12, 0.07, 0.08, 0.08, 0.12, 0.12, 0.13, 0.13, 0.11, 0.13, 0.09, 0.09, 0.09], "e_above_lowest_kj_mol": 161.59, "lumo_ev": 1.0541, "spin_multiplicity": 1}

Record 6
{"formula": "C5H12O2", "method": "ωB97M-V with the def2-TZVPD basis set", "elements": ["C", "C", "C", "C", "C", "H", "H", "H", "H", "H", "H", "H", "H", "H", "H", "O", "H", "H", "O"], "coordinates": [[0.294, -0.329, 2.453], [0.148, -0.163, 1.137], [0.523, -1.145, 0.084], [-0.405, -1.537, -0.806], [-0.138, -2.733, -1.721], [0.125, 0.523, 3.098], [0.928, -1.094, 2.897], [-0.174, 0.822, 0.802], [1.562, -1.469, 0.130], [-1.107, -0.758, -1.091], [-1.006, -3.373, -1.828], [0.568, -3.312, -1.114], [0.349, -2.391, -2.635], [-3.308, 3.800, 0.120], [-2.175, 3.402, -0.805], [-2.335, 3.746, 0.084], [1.775, 1.302, -0.001], [2.295, 2.762, -0.167], [2.080, 1.946, -0.638]], "lowdin_charge": [0.00, -0.22, -0.14, -0.15, -0.09, 0.05, 0.06, 0.10, 0.12, 0.11, 0.06, 0.07, 0.07, 0.04, 0.03, -0.07, -0.01, 0.04, -0.06], "e_above_lowest_kj_mol": 261.68, "lumo_ev": 0.7551, "spin_multiplicity": 1}

Record 7
{"formula": "C5H12O2", "method": "ωB97M-V with the def2-TZVPD basis set", "elements": ["C", "O", "C", "C", "C", "C", "O", "H", "H", "H", "H", "H", "H", "H", "H", "H", "H", "H", "H"], "coordinates": [[-1.441, -0.981, -2.158], [-0.951, -0.875, -0.941], [-0.061, 0.004, -0.567], [0.438, -0.059, 0.845], [1.880, 0.448, 0.910], [-0.457, 0.755, 1.795], [-1.759, 0.230, 1.906], [-1.492, -0.083, -2.768], [0.471, -1.098, -2.667], [-2.153, -1.789, -2.271], [0.992, -0.771, -2.173], [0.008, 0.926, -1.148], [0.394, -1.106, 1.172], [2.261, 0.412, 1.936], [1.944, 1.490, 0.571], [2.535, -0.153, 0.273], [-0.034, 0.739, 2.806], [-0.471, 1.809, 1.464], [-2.106, 0.102, 1.013]], "lowdin_charge": [-0.10, -0.15, -0.19, -0.34, -0.07, -0.25, -0.05, 0.07, 0.07, 0.07, 0.08, 0.13, 0.15, 0.08, 0.08, 0.08, 0.13, 0.13, 0.08], "e_above_lowest_kj_mol": 484.54, "lumo_ev": [0.5447, 0.5314], "spin_multiplicity": 1}

Record 8
{"formula": "C5H12O2", "method": "ωB97M-V with the def2-TZVPD basis set", "elements": ["C", "C", "C", "C", "C", "H", "H", "H", "H", "H", "H", "H", "H", "H", "H", "O", "H", "H", "O"], "coordinates": [[-0.457, -0.148, 0.049], [-0.206, 1.120, -0.299], [-1.141, -0.457, 1.390], [-1.606, -1.885, 1.428], [-2.393, -2.381, 2.386], [-0.494, -0.922, -0.708], [0.321, 1.406, -1.195], [-0.568, 1.886, 0.380], [-2.003, 0.197, 1.517], [-0.384, -0.290, 2.158], [-1.301, -2.549, 0.626], [-2.782, -3.382, 2.421], [-2.664, -1.642, 3.134], [3.224, 2.085, 2.355], [1.722, 2.001, 2.266], [2.455, 1.726, 2.829], [1.212, 0.715, -6.908], [2.365, 0.337, -6.055], [2.002, 1.109, -6.519]], "lowdin_charge": [-0.17, -0.02, -0.21, -0.20, 0.00, 0.09, 0.05, 0.06, 0.12, 0.12, 0.09, 0.05, 0.06, 0.04, 0.02, -0.07, 0.03, 0.04, -0.07], "e_above_lowest_kj_mol": 244.43, "lumo_ev": 0.7545, "spin_multiplicity": 1}

Record 9
{"formula": "C5H12O2P", "method": "ωB97M-V with the def2-TZVPD basis set", "elements": ["C", "C", "C", "C", "C", "O", "O", "P", "H", "H", "H", "H", "H", "H", "H", "H", "H", "H", "H", "H"], "coordinates": [[-1.306, -0.588, -1.165], [0.892, -0.015, -2.192], [1.092, -1.694, -0.358], [0.292, 1.278, 2.892], [0.187, -0.674, -1.041], [-1.104, 2.874, 0.911], [-2.482, 1.084, 2.049], [-1.131, 1.573, 1.604], [-1.551, 0.443, -1.223], [-1.693, -1.172, -2.016], [-1.828, -1.050, -0.328], [1.568, 0.856, -1.858], [0.216, 0.446, -2.874], [1.600, -0.840, -2.649], [1.288, -2.661, -1.189], [2.096, -1.201, -0.136], [0.527, -2.228, 0.395], [0.646, 2.329, 3.012], [-0.127, 0.771, 3.800], [0.817, 0.469, 2.366]], "lowdin_charge": [-0.14, -0.14, -0.13, -0.25, -0.41, -0.47, -0.49, 0.37, 0.05, 0.07, 0.06, 0.09, 0.04, 0.09, 0.12, 0.08, 0.04, 0.02, 0.02, -0.02], "e_above_lowest_kj_mol": 265.93, "lumo_ev": [3.5367, 3.4216], "total_charge": -1, "spin_multiplicity": 1}

Record 10
{"formula": "C5H12O3", "method": "ωB97M-V with the def2-TZVPD basis set", "elements": ["C", "C", "C", "O", "C", "C", "H", "H", "H", "H", "H", "H", "H", "H", "H", "H", "O", "H", "H", "O"], "coordinates": [[-1.344, 1.284, 0.704], [0.897, -1.870, -2.471], [-0.290, -1.259, -2.016], [-1.438, -1.665, -2.240], [-0.091, -0.011, -1.145], [-0.968, -0.084, 0.108], [-0.453, 1.909, 0.785], [-2.124, 1.779, 0.118], [-1.718, 1.132, 1.722], [1.844, -1.687, -1.999], [0.805, -2.748, -3.115], [0.938, 0.179, -0.844], [-0.429, 0.785, -1.827], [-1.888, -0.632, -0.120], [2.699, 1.725, 1.428], [-0.433, -0.626, 0.881], [1.903, 1.265, 1.162], [1.004, 0.710, 2.369], [0.763, -0.356, 3.580], [0.324, 0.169, 2.920]], "lowdin_charge": [-0.13, 0.15, -0.50, 0.03, -0.15, -0.26, 0.05, 0.06, 0.06, 0.07, 0.06, 0.08, 0.12, 0.09, -0.14, 0.08, -0.47, -0.02, -0.01, -0.17], "e_above_lowest_kj_mol": 53.58, "s2": 0.7656, "lumo_ev": [3.6636, 1.5613], "total_charge": -1, "spin_multiplicity": 2}

Record 11
{"formula": "C5H12O3", "method": "ωB97M-V with the def2-TZVPD basis set", "elements": ["C", "C", "C", "O", "C", "C", "H", "H", "H", "H", "H", "H", "H", "H", "H", "H", "O", "H", "H", "O"], "coordinates": [[0.354, 0.397, -2.695], [-0.608, -0.356, -1.827], [-0.888, -0.112, -0.529], [-0.149, 0.827, 0.134], [-1.893, -0.894, 0.216], [-2.152, -0.696, 1.509], [-0.067, 0.540, -3.687], [1.390, 0.070, -2.754], [0.408, 1.407, -2.265], [-1.443, -0.837, -2.332], [-0.139, 0.638, 1.085], [-2.299, -1.700, -0.383], [-1.617, 0.061, 2.067], [-2.948, -1.199, 2.037], [2.783, -0.535, -0.714], [1.672, 0.261, -0.070], [2.640, 0.084, 0.008], [1.829, 0.392, 1.826], [1.732, 0.767, 3.310], [1.226, 0.389, 2.580]], "lowdin_charge": [-0.09, -0.10, -0.36, 0.01, -0.10, 0.04, 0.07, 0.07, 0.08, 0.10, 0.05, 0.11, 0.05, 0.06, 0.04, 0.02, -0.06, 0.01, 0.06, -0.05], "e_above_lowest_kj_mol": 170.52, "lumo_ev": 0.7564, "spin_multiplicity": 1}

Record 12
{"formula": "C5H12O3Sm", "method": "ωB97M-V with the def2-TZVPD basis set", "elements": ["C", "C", "O", "Sm", "H", "H", "H", "H", "O", "H", "C", "O", "C", "C", "H", "H", "H", "H", "H", "H", "H"], "coordinates": [[1.515, -2.673, -0.371], [1.566, -1.183, -0.544], [2.300, -0.526, 0.479], [4.901, 0.189, 0.584], [1.790, -2.957, 0.653], [2.183, -3.153, -1.096], [0.490, -3.017, -0.558], [1.994, -0.839, -1.497], [0.180, -0.581, -0.262], [1.475, -0.079, 1.035], [-3.144, 1.406, 1.044], [-2.172, 0.685, 0.331], [-1.055, 1.458, -0.021], [-0.123, 0.655, -0.891], [-3.963, 0.718, 1.283], [-2.730, 1.813, 1.983], [-3.540, 2.244, 0.444], [-0.520, 1.802, 0.884], [-1.369, 2.356, -0.585], [0.815, 1.216, -1.025], [-0.594, 0.466, -1.869]], "lowdin_charge": [-0.01, -0.39, -0.33, 1.09, 0.10, 0.09, 0.10, 0.15, -0.12, 0.21, -0.10, -0.18, -0.23, -0.20, 0.10, 0.09, 0.09, 0.13, 0.14, 0.13, 0.14], "e_above_lowest_kj_mol": 0.00, "s2": 15.7554, "lumo_ev": [-3.4074, -4.0622], "total_charge": 1, "spin_multiplicity": 8}

Electronic energy in eV, matching the order above: -9472.483 -9473.871 -9470.946 -9471.188 -9473.461 -9472.424 -9470.114 -9472.602 -18762.332 -11520.903 -11520.999 -29416.339